# 1
{
  "formula": "C28H84O14",
  "method": "ωB97M-V/def2-TZVPD",
  "species": ["H", "H", "H", "H", "O", "H", "C", "H", "O", "H", "C", "H", "H", "H", "C", "H", "H", "H", "H", "O", "H", "H", "O", "H", "H", "H", "C", "H", "H", "H", "C", "H", "H", "H", "C", "C", "C", "H", "H", "C", "H", "H", "O", "C", "O", "H", "H", "H", "O", "H", "O", "O", "H", "H", "H", "H", "H", "H", "H", "H", "O", "H", "H", "H", "H", "H", "C", "H", "H", "C", "H", "H", "C", "C", "H", "O", "H", "H", "H", "H", "C", "C", "H", "H", "O", "C", "H", "H", "H", "C", "H", "H", "H", "H", "H", "H", "C", "C", "H", "H", "H", "H", "H", "H", "C", "H", "H", "C", "H", "H", "H", "C", "H", "O", "C", "O", "H", "H", "C", "C", "C", "H", "H", "C", "H", "H"],
  "coordinates": [[0.147, 0.507, 1.881], [4.702, 0.122, 0.232], [-2.657, 4.538, 2.094], [-5.144, -1.605, 2.681], [-3.593, -1.134, 0.527], [1.680, -1.651, 4.820], [1.013, -4.638, -2.593], [-0.660, 3.221, 2.511], [1.415, 0.094, -6.044], [-1.764, 1.927, 2.236], [-2.526, 3.476, 3.671], [-2.091, 4.260, 4.290], [-2.292, -4.958, 2.285], [1.021, 0.552, 6.157], [1.030, -0.780, 4.738], [1.357, -0.500, 1.167], [3.492, 1.275, 0.819], [2.714, 3.515, 2.884], [-4.299, -5.503, 0.890], [-1.006, -5.802, -1.877], [-1.788, 4.556, -0.543], [-5.696, 0.576, -1.379], [3.516, 2.570, -1.498], [-0.305, -1.395, 3.098], [-1.596, -1.676, -3.016], [0.366, 4.252, 0.379], [-3.973, -0.168, 1.466], [6.266, 6.907, -3.133], [4.622, 3.863, -1.187], [-1.125, -0.407, 4.269], [4.133, 1.300, -1.370], [-6.821, 0.753, -3.580], [3.044, 2.115, 6.278], [-1.990, -4.028, -4.260], [-5.263, 0.625, -2.378], [-0.984, 4.229, -1.202], [-0.359, -1.175, 4.165], [-1.209, 0.557, -0.326], [1.306, 1.165, 0.647], [-3.944, 1.407, -2.205], [-0.735, -1.943, -0.324], [-3.195, -4.511, -0.009], [-3.270, 4.085, 2.677], [2.608, 2.726, 3.628], [2.152, 2.261, 5.952], [0.260, -1.171, -4.667], [5.545, 7.106, -1.568], [-3.081, -0.007, 2.071], [-6.032, 1.270, -3.402], [-3.365, -3.039, -4.375], [0.829, -0.383, 6.059], [-4.937, -3.578, 0.765], [2.029, -2.394, -6.058], [0.031, -0.358, -1.036], [-3.111, 2.941, 4.419], [4.403, -4.009, 2.993], [1.202, 3.827, 4.772], [5.072, 1.098, -1.886], [3.506, 0.471, -1.700], [-3.351, 1.463, -3.118], [5.153, 4.635, -0.980], [0.476, -3.949, -3.244], [-3.790, -4.054, 2.965], [1.200, 6.376, -0.353], [7.181, 6.497, -1.621], [0.394, -3.061, -5.850], [-0.399, -0.124, -0.062], [-4.056, 2.385, -1.738], [1.261, 4.457, -1.138], [0.680, 0.325, 0.947], [-2.554, -3.300, 1.911], [-3.073, -2.008, -2.239], [3.546, -2.555, 1.998], [6.221, 6.467, -2.137], [0.127, -6.203, -3.476], [4.756, -3.231, 2.556], [3.911, -1.691, 1.443], [0.847, -6.784, -2.001], [-1.587, -6.201, -2.528], [-6.125, -0.614, 1.660], [5.594, 5.181, -2.171], [-5.216, -0.602, 2.260], [0.881, -2.141, -7.360], [4.716, 5.259, -2.812], [-1.606, -3.239, -1.532], [0.289, -5.950, -2.428], [1.297, -4.226, -1.625], [3.440, -3.919, 0.345], [-2.655, -1.310, 0.634], [-2.738, -3.539, -3.637], [1.952, -2.989, 0.724], [1.794, 2.058, 3.346], [-3.311, -4.383, -3.251], [-1.163, 4.741, -2.148], [-5.471, 0.038, 3.104], [3.512, 2.117, 3.617], [2.153, 3.342, 4.993], [0.325, 4.676, -0.624], [-5.075, -0.426, -2.600], [2.960, 4.032, 5.237], [-0.632, -2.127, 4.618], [-1.234, -4.094, -1.761], [3.326, 2.579, -2.439], [2.261, -0.230, -5.726], [-3.864, -4.504, 0.851], [-3.308, 0.829, -1.534], [-0.497, -0.578, -6.144], [-1.395, 2.595, 3.016], [-0.951, 3.140, -1.237], [6.300, 4.560, -2.722], [2.910, -2.123, 2.771], [0.439, -0.937, -5.716], [2.325, -4.389, 1.660], [0.339, 6.039, -0.613], [-3.084, -4.221, 2.152], [-0.942, -1.367, 0.415], [1.455, 0.034, 4.150], [5.076, 1.890, 0.550], [2.788, -3.552, 1.139], [-2.202, -2.509, -2.660], [0.972, -2.243, -6.279], [-4.108, 0.789, 0.962], [1.924, -4.827, -3.160], [4.363, 1.156, 0.175], [-0.913, 1.939, 3.740], [-4.490, -2.730, 0.818]],
  "gap_ha": 0.3358,
  "relative_energy_kcal_mol": 102.38,
  "total_energy_ev": -59057.3346,
  "lumo_energy_ev": -0.1
}

***

# 2
{
  "formula": "C34H58Mg2O21S7",
  "method": "ωB97M-V/def2-TZVPD",
  "species": ["O", "H", "C", "O", "C", "O", "H", "H", "C", "H", "O", "H", "Mg", "O", "H", "H", "H", "H", "O", "C", "O", "H", "H", "C", "C", "H", "H", "C", "S", "O", "C", "C", "H", "C", "Mg", "H", "H", "H", "C", "C", "H", "H", "H", "H", "C", "H", "H", "O", "H", "O", "H", "C", "O", "C", "C", "C", "H", "C", "H", "C", "O", "C", "S", "H", "H", "S", "H", "C", "H", "C", "O", "H", "H", "H", "H", "H", "S", "C", "H", "H", "H", "H", "H", "O", "C", "O", "C", "C", "H", "O", "C", "S", "H", "H", "C", "H", "H", "C", "O", "S", "H", "O", "C", "H", "H", "H", "H", "O", "H", "H", "H", "C", "O", "H", "H", "C", "C", "O", "H", "H", "S", "C"],
  "coordinates": [[0.704, 4.769, -1.753], [-2.878, 2.053, 3.419], [5.279, 0.036, -2.500], [-3.026, -6.987, -5.614], [-2.037, -5.629, 1.880], [-0.716, -4.059, 4.502], [6.072, 2.686, -0.972], [2.318, 0.197, -3.111], [-2.029, -3.568, -3.575], [1.118, 7.871, 3.272], [1.055, 2.768, 0.341], [4.198, 1.334, -0.152], [2.276, 4.212, -0.754], [0.862, -1.905, -2.249], [2.542, 6.804, 2.826], [3.689, 1.289, 1.560], [-6.038, -1.149, -1.027], [2.368, 7.862, 0.132], [6.931, -1.387, -3.950], [-4.478, -1.113, 1.610], [-5.288, -1.753, 0.736], [-1.936, 5.054, -1.109], [5.336, 0.763, 1.134], [1.330, 8.024, 0.426], [-1.593, -6.004, -4.046], [6.478, 4.275, -0.392], [-2.020, -0.193, 3.377], [2.468, -2.279, 1.588], [1.574, -3.815, 1.267], [1.536, 5.448, 0.690], [1.051, 1.629, -0.179], [1.461, 6.920, 2.877], [-5.005, 0.892, -0.401], [1.913, 1.408, -1.419], [-0.410, -3.121, -1.270], [-1.714, 2.910, 2.523], [-3.555, -2.667, -4.706], [-2.545, 1.110, -0.794], [7.955, 0.222, -2.071], [-5.040, -1.268, -0.619], [-4.428, -1.956, -1.207], [-5.230, 2.709, 3.319], [-3.397, 0.613, -2.236], [3.009, -5.546, 2.123], [-1.202, -0.876, 3.138], [-1.748, 6.648, -1.853], [7.462, 0.227, -1.098], [3.787, 3.862, 0.419], [3.046, -2.380, 2.503], [-1.532, -4.037, -0.083], [-5.293, 4.375, 2.720], [-1.690, -3.017, 4.445], [2.603, 2.408, -1.823], [0.966, -0.803, -1.729], [-5.315, 3.321, 2.425], [-0.860, -1.713, 4.337], [8.741, -0.524, -2.138], [-1.047, 3.197, -2.898], [2.850, -5.539, 0.363], [-3.123, 0.291, -1.236], [-0.289, -4.837, -2.500], [-1.785, 5.582, -2.056], [4.946, 3.178, 1.071], [-4.671, -4.331, -0.304], [-6.229, 3.227, 1.846], [-2.632, -4.243, 0.897], [-0.902, -6.831, -3.955], [3.018, -4.913, 1.240], [-1.478, -1.451, 2.257], [-4.315, 0.045, -0.323], [-3.641, 4.298, 0.674], [-2.629, 5.347, -2.704], [1.078, 8.958, 0.915], [1.105, 6.130, 3.545], [-2.560, -0.618, -1.079], [-2.506, -5.674, 2.858], [6.813, 0.009, -3.465], [-3.022, -4.583, -5.603], [1.668, -1.556, 1.760], [-3.506, -5.547, -0.908], [3.007, -2.004, 0.682], [-0.233, 2.489, -3.070], [-1.643, 2.911, -2.033], [-4.428, -1.341, 2.778], [4.527, 1.445, 0.880], [-3.790, -0.148, 0.970], [-1.261, -4.861, -3.347], [-2.748, 2.996, 2.889], [-2.298, -3.016, 5.348], [-1.965, -2.626, -2.692], [6.314, 3.246, -0.068], [0.735, 6.553, 1.277], [4.930, 1.070, -2.390], [0.836, 7.973, -0.552], [0.535, -3.534, 4.510], [4.478, -0.428, -3.067], [-2.342, -3.201, 3.591], [-2.854, -3.498, -4.668], [1.509, -4.204, 4.637], [-3.814, 3.040, 1.459], [5.495, -0.449, -1.553], [0.489, -2.217, 4.275], [0.186, 0.630, 0.260], [8.418, 1.208, -2.172], [-0.941, -1.211, 5.301], [-0.962, -5.481, 1.980], [-0.367, -0.199, 2.932], [1.082, -3.750, -0.123], [3.912, -4.313, 1.110], [-1.669, 3.095, -3.792], [-0.440, 0.774, 1.128], [1.867, 0.222, -2.128], [-0.667, -1.493, -0.193], [-2.129, -6.518, 1.256], [-4.371, -5.848, 0.600], [-2.591, -5.974, -5.083], [0.097, -0.548, -0.470], [-3.369, -4.461, -6.765], [7.202, 2.929, 0.477], [-2.726, 3.895, 3.506], [-0.355, 4.827, -2.818], [-3.926, -5.069, -0.019]],
  "gap_ha": 0.1495,
  "total_energy_ev": -165933.7467,
  "lumo_energy_ev": -1.0
}

***

# 3
{
  "formula": "C2H3FO3",
  "method": "ωB97M-V/def2-TZVPD",
  "species": ["C", "O", "F", "H", "H", "O", "H", "O", "C"],
  "coordinates": [[0.339, 0.450, -0.230], [1.065, 0.466, -1.301], [0.513, -0.483, 2.064], [-0.176, 1.114, -2.709], [2.153, -0.409, 1.054], [-0.740, 0.894, -0.069], [1.138, -1.584, 0.620], [0.709, 1.291, -2.412], [1.184, -0.538, 0.851]],
  "gap_ha": 0.4311,
  "relative_energy_kcal_mol": 89.96,
  "total_energy_ev": -10978.7992,
  "smiles": "O=C(CF)OO",
  "lumo_energy_ev": 0.5
}